Record 1
{
  "formula": "C26H54BN5O6",
  "method": "ωB97M-V with the def2-TZVPD basis set",
  "multiplicity": 1,
  "molar_mass_da": 543.56,
  "e_homo_ev": -9.21,
  "smiles": "CCCCN[C@](C#N)(B(O)CC)[C@](C#N)(CCCOC(C)=O)OCCC.COC[C@@H](C)N.COC[C@@H](C)N",
  "homo_lumo_gap_ev": 9.15,
  "elements": ["C", "C", "C", "C", "N", "C", "C", "N", "B", "O", "C", "C", "C", "C", "N", "C", "C", "C", "O", "C", "C", "O", "O", "C", "C", "C", "H", "H", "H", "H", "H", "H", "H", "H", "H", "H", "H", "H", "H", "H", "H", "H", "H", "H", "H", "H", "H", "H", "H", "H", "H", "H", "H", "H", "H", "H", "H", "H", "C", "O", "C", "C", "C", "N", "H", "H", "H", "H", "H", "H", "H", "H", "H", "H", "H", "C", "O", "C", "C", "C", "N", "H", "H", "H", "H", "H", "H", "H", "H", "H", "H", "H"],
  "coordinates": [[-7.161, -3.771, 1.690], [-6.490, -3.663, 0.176], [-4.865, -3.815, 0.331], [-4.169, -3.928, -1.179], [-2.714, -3.517, -1.135], [-2.465, -2.154, -1.740], [-3.574, -1.049, -1.228], [-4.575, -0.209, -1.092], [-2.373, -2.300, -3.390], [-1.647, -3.432, -4.032], [-3.062, -1.208, -4.459], [-1.946, -0.152, -5.042], [-0.962, -1.669, -1.188], [-1.169, -1.487, 0.461], [-1.151, -1.248, 1.757], [-0.548, -0.257, -1.913], [0.349, 0.761, -0.994], [-0.549, 1.812, -0.075], [-0.134, 3.223, -0.247], [-1.109, 3.952, -1.078], [-2.687, 4.220, -0.626], [-0.680, 4.474, -2.260], [-0.058, -2.797, -1.479], [1.345, -2.483, -1.169], [2.099, -3.960, -0.952], [3.636, -3.828, -0.394], [-8.170, -3.151, 1.641], [-7.448, -4.882, 1.972], [-6.457, -3.365, 2.541], [-6.689, -2.565, -0.225], [-6.931, -4.500, -0.531], [-4.568, -4.774, 0.932], [-4.407, -2.864, 0.842], [-4.806, -3.423, -2.021], [-4.175, -5.096, -1.425], [-2.198, -4.283, -1.625], [-2.222, -4.247, -3.830], [-3.414, -1.866, -5.386], [-4.032, -0.700, -4.026], [-0.879, -0.668, -4.903], [-2.093, 0.139, -6.166], [-2.034, 0.839, -4.406], [-1.443, 0.364, -2.344], [0.131, -0.554, -2.849], [0.947, 1.457, -1.758], [1.162, 0.245, -0.329], [-1.706, 1.641, -0.182], [-0.282, 1.538, 1.055], [-2.734, 3.944, 0.524], [-3.328, 3.401, -1.195], [-3.048, 5.311, -0.856], [1.517, -1.900, -0.169], [1.936, -1.962, -2.047], [1.474, -4.485, -0.081], [1.990, -4.667, -1.885], [3.601, -3.808, 0.798], [4.178, -4.852, -0.672], [4.232, -2.903, -0.811], [1.128, 4.651, 6.083], [1.310, 3.904, 4.890], [0.286, 2.938, 4.637], [-0.985, 3.517, 3.975], [-1.885, 4.278, 4.947], [-0.653, 4.396, 2.844], [0.671, 4.055, 6.879], [0.529, 5.541, 5.880], [2.111, 4.988, 6.426], [0.730, 2.218, 3.937], [0.048, 2.376, 5.547], [-1.569, 2.671, 3.592], [-1.493, 5.267, 5.198], [-2.877, 4.431, 4.505], [-2.020, 3.716, 5.877], [-0.131, 3.856, 2.154], [0.032, 5.080, 3.183], [5.803, 0.546, 1.270], [5.501, -0.117, 0.052], [5.589, 0.713, -1.110], [7.021, 0.885, -1.662], [7.874, 1.859, -0.850], [7.724, -0.404, -1.752], [5.473, 1.590, 1.266], [6.873, 0.485, 1.474], [5.284, 0.024, 2.079], [4.992, 0.204, -1.878], [5.104, 1.680, -0.934], [6.935, 1.300, -2.674], [8.225, 1.428, 0.091], [8.765, 2.149, -1.420], [7.315, 2.773, -0.623], [7.197, -1.020, -2.372], [7.644, -0.857, -0.837]]
}

Record 2
{
  "formula": "C26H54FN3O6Y",
  "method": "ωB97M-V with the def2-TZVPD basis set",
  "multiplicity": 1,
  "molar_mass_da": 612.64,
  "total_charge": -1,
  "e_homo_ev": -3.39,
  "homo_lumo_gap_ev": 5.96,
  "relative_energy_kj_mol": 20.6,
  "elements": ["Y", "C", "C", "C", "C", "C", "C", "N", "O", "C", "C", "C", "H", "H", "H", "H", "H", "H", "H", "H", "H", "H", "H", "H", "H", "H", "H", "H", "H", "H", "C", "C", "C", "C", "C", "C", "N", "O", "C", "C", "C", "H", "H", "H", "H", "H", "H", "H", "H", "H", "H", "H", "H", "H", "H", "H", "H", "H", "H", "C", "C", "O", "O", "H", "H", "H", "F", "C", "O", "C", "C", "N", "C", "C", "O", "C", "H", "H", "H", "H", "H", "H", "H", "H", "H", "H", "H", "H", "H", "H", "H"],
  "coordinates": [[0.357, -0.326, 0.553], [-1.297, 1.979, 3.952], [-1.564, 2.664, 2.593], [-2.412, 3.932, 2.856], [-1.532, 5.136, 3.219], [-0.404, 5.280, 2.190], [0.527, 4.082, 2.229], [-0.306, 2.945, 1.926], [0.431, 1.808, 1.610], [1.333, 3.987, 3.537], [1.539, 4.267, 1.110], [-2.426, 1.718, 1.797], [-0.724, 1.058, 3.814], [-2.216, 1.620, 4.447], [-0.829, 2.639, 4.678], [-2.974, 3.743, 3.775], [-3.042, 4.133, 1.988], [-1.100, 4.959, 4.208], [-2.056, 6.093, 3.279], [0.133, 6.187, 2.500], [-0.857, 5.373, 1.202], [2.007, 4.827, 3.681], [1.794, 2.995, 3.466], [0.698, 3.898, 4.420], [1.070, 4.234, 0.124], [2.340, 3.530, 1.168], [2.033, 5.244, 1.182], [-2.787, 2.189, 0.875], [-3.325, 1.474, 2.372], [-1.933, 0.772, 1.586], [2.798, -1.405, -3.009], [2.138, -2.770, -2.890], [3.271, -3.798, -3.024], [2.974, -5.217, -2.589], [2.384, -5.185, -1.186], [1.223, -4.178, -1.010], [1.585, -2.894, -1.558], [0.623, -1.935, -1.246], [0.991, -4.056, 0.481], [0.002, -4.817, -1.677], [1.128, -2.941, -4.044], [2.024, -0.642, -3.008], [3.366, -1.363, -3.941], [3.393, -1.227, -2.114], [3.989, -3.388, -2.277], [3.940, -3.621, -3.877], [3.897, -5.801, -2.591], [2.269, -5.657, -3.305], [3.175, -5.091, -0.438], [1.944, -6.176, -1.003], [1.835, -3.648, 1.033], [0.751, -5.050, 0.883], [0.083, -3.474, 0.651], [0.154, -5.286, -2.651], [-0.809, -4.092, -1.847], [-0.502, -5.549, -1.029], [0.119, -2.604, -3.775], [1.026, -3.980, -4.367], [1.386, -2.309, -4.901], [-1.762, -3.016, 3.095], [-1.045, -2.013, 2.259], [-0.114, -1.291, 2.699], [-1.461, -1.716, 1.076], [-1.130, -3.349, 3.912], [-1.941, -3.892, 2.458], [-2.754, -2.680, 3.381], [2.397, -0.809, 1.358], [-5.004, 1.121, -0.847], [-4.189, 1.599, -1.873], [-3.224, 0.687, -2.388], [-2.274, 0.083, -1.369], [-1.055, 0.881, -1.109], [-0.167, 1.020, -2.298], [1.133, 1.686, -1.870], [1.823, 0.810, -0.996], [3.109, 1.308, -0.722], [-4.471, 0.686, 0.000], [-5.711, 0.346, -1.199], [-5.625, 1.949, -0.508], [-2.680, 1.214, -3.170], [-3.787, -0.104, -2.909], [-1.874, -0.856, -1.777], [-2.777, -0.231, -0.460], [-1.334, 1.858, -0.995], [-0.594, 1.615, -3.118], [-0.085, 0.008, -2.712], [0.799, 2.566, -1.299], [1.751, 1.978, -2.719], [3.043, 2.275, -0.220], [3.722, 1.366, -1.632], [3.644, 0.612, -0.077]]
}

Record 3
{
  "formula": "C26H54N2O16",
  "method": "ωB97M-V with the def2-TZVPD basis set",
  "multiplicity": 1,
  "molar_mass_da": 650.72,
  "e_homo_ev": -9.28,
  "smiles": "C[N+](=O)[O-].C[N+](=O)[O-].O=C1CCCO1.O=C1CCCO1.O=C1CCCO1.COCCOC.COCCOC.COCCOC",
  "homo_lumo_gap_ev": 8.83,
  "relative_energy_kj_mol": 765.2,
  "elements": ["C", "N", "O", "O", "H", "H", "H", "C", "N", "O", "O", "H", "H", "H", "O", "C", "C", "C", "C", "O", "H", "H", "H", "H", "H", "H", "O", "C", "C", "C", "C", "O", "H", "H", "H", "H", "H", "H", "O", "C", "C", "C", "C", "O", "H", "H", "H", "H", "H", "H", "C", "O", "C", "C", "O", "C", "H", "H", "H", "H", "H", "H", "H", "H", "H", "H", "C", "O", "C", "C", "O", "C", "H", "H", "H", "H", "H", "H", "H", "H", "H", "H", "C", "O", "C", "C", "O", "C", "H", "H", "H", "H", "H", "H", "H", "H", "H", "H"],
  "coordinates": [[-16.383, 7.833, -10.343], [-17.435, 8.835, -10.618], [-18.534, 8.416, -11.022], [-17.068, 10.003, -10.646], [-15.365, 8.202, -10.223], [-16.226, 7.217, -11.229], [-16.741, 7.185, -9.543], [-16.432, 12.681, -8.661], [-15.541, 12.259, -7.574], [-15.976, 12.172, -6.431], [-14.367, 12.082, -7.936], [-16.242, 13.754, -8.629], [-17.473, 12.468, -8.420], [-16.079, 12.228, -9.588], [-12.613, 12.035, -2.712], [-11.975, 12.060, -3.780], [-12.430, 12.693, -5.131], [-11.260, 12.267, -6.035], [-10.090, 11.914, -5.162], [-10.748, 11.613, -3.887], [-13.308, 12.234, -5.586], [-12.363, 13.777, -5.038], [-11.536, 11.645, -6.887], [-10.996, 13.198, -6.538], [-9.593, 11.045, -5.592], [-9.386, 12.714, -4.934], [-14.736, 14.988, -6.860], [-15.049, 15.180, -5.699], [-16.456, 15.381, -5.104], [-16.201, 16.046, -3.758], [-14.671, 15.753, -3.489], [-14.130, 15.275, -4.719], [-17.037, 15.925, -5.849], [-16.915, 14.409, -4.926], [-16.225, 17.126, -3.612], [-16.802, 15.560, -2.990], [-14.134, 16.655, -3.195], [-14.661, 14.952, -2.750], [-16.937, 8.185, -5.341], [-17.881, 8.394, -6.152], [-18.824, 9.616, -6.264], [-19.137, 9.515, -7.800], [-19.314, 8.048, -7.898], [-18.142, 7.550, -7.197], [-19.704, 9.411, -5.654], [-18.293, 10.525, -5.982], [-20.060, 10.013, -8.096], [-18.344, 9.966, -8.396], [-20.183, 7.683, -7.350], [-19.372, 7.778, -8.953], [-18.068, 14.620, -12.153], [-19.258, 14.683, -11.383], [-19.047, 15.201, -10.065], [-20.116, 14.772, -9.021], [-20.102, 13.335, -8.820], [-21.223, 12.759, -8.129], [-17.421, 15.489, -12.035], [-18.352, 14.622, -13.206], [-17.555, 13.673, -11.985], [-18.871, 16.276, -10.069], [-18.138, 14.728, -9.694], [-21.093, 15.123, -9.351], [-19.971, 15.275, -8.065], [-21.023, 12.906, -7.067], [-21.352, 11.706, -8.380], [-22.187, 13.249, -8.265], [-10.632, 7.938, -7.273], [-10.378, 9.157, -7.861], [-10.935, 9.311, -9.161], [-12.459, 9.378, -9.205], [-13.187, 8.206, -8.839], [-12.821, 6.992, -9.568], [-11.711, 7.884, -7.132], [-10.216, 7.883, -6.267], [-10.237, 7.128, -7.887], [-10.595, 8.754, -10.033], [-10.694, 10.355, -9.361], [-12.770, 9.564, -10.233], [-12.853, 10.224, -8.643], [-11.803, 6.709, -9.299], [-12.716, 7.068, -10.650], [-13.432, 6.100, -9.429], [-16.261, 15.253, -15.995], [-15.187, 14.498, -15.507], [-15.347, 13.598, -14.379], [-13.948, 12.910, -14.103], [-13.945, 11.716, -13.328], [-14.788, 11.702, -12.188], [-15.916, 16.088, -16.604], [-16.820, 15.596, -15.124], [-16.941, 14.601, -16.545], [-16.163, 12.903, -14.573], [-15.622, 14.216, -13.524], [-13.337, 13.654, -13.592], [-13.468, 12.721, -15.063], [-14.384, 11.064, -11.401], [-15.739, 11.288, -12.522], [-14.875, 12.693, -11.743]]
}